(1)
{
  "formula": "C16H34OP2Sn",
  "method": "the ωB97M-V functional and the def2-TZVPD basis",
  "multiplicity": 1,
  "gap_ev": 7.6,
  "relative_energy_kj_mol": 0.0,
  "charge": 0,
  "symbols": ["P", "P", "C", "C", "H", "H", "H", "H", "C", "H", "H", "H", "C", "H", "H", "H", "C", "H", "H", "H", "C", "H", "H", "H", "Sn", "C", "C", "C", "C", "C", "C", "C", "C", "C", "H", "H", "H", "H", "H", "H", "H", "H", "H", "H", "H", "H", "H", "H", "H", "C", "O", "H", "H", "H"],
  "xyz": [[0.21, 2.48, -1.72], [-1.23, -0.07, -2.76], [-0.13, 2.40, -3.55], [-1.26, 1.44, -3.87], [0.81, 2.09, -4.04], [-0.37, 3.42, -3.89], [-2.24, 1.92, -3.73], [-1.19, 1.08, -4.91], [-0.08, -1.07, -3.80], [-0.10, -2.11, -3.45], [0.95, -0.69, -3.71], [-0.41, -1.02, -4.85], [-2.82, -0.79, -3.34], [-2.81, -0.88, -4.44], [-3.65, -0.15, -3.02], [-2.94, -1.79, -2.89], [1.75, 3.46, -1.73], [2.06, 3.62, -0.69], [1.59, 4.42, -2.24], [2.53, 2.88, -2.25], [-1.03, 3.76, -1.30], [-2.05, 3.35, -1.36], [-0.93, 4.61, -1.99], [-0.86, 4.10, -0.26], [-0.72, -1.84, 5.18], [-0.98, -1.90, 0.74], [0.25, -2.18, 0.28], [1.18, -1.28, -0.47], [2.22, -0.50, 0.37], [1.68, 0.43, 1.42], [0.44, 0.93, 1.51], [-0.73, 0.67, 0.61], [-1.63, -0.55, 0.89], [1.07, -0.57, 5.28], [-1.57, -2.73, 1.13], [0.63, -3.20, 0.43], [0.65, -0.57, -1.12], [1.75, -1.91, -1.17], [2.89, -1.22, 0.86], [2.85, 0.06, -0.36], [2.41, 0.71, 2.18], [0.25, 1.63, 2.34], [-0.45, 0.62, -0.47], [-1.37, 1.57, 0.68], [-2.08, -0.44, 1.89], [-2.48, -0.48, 0.18], [1.07, 0.07, 6.17], [1.04, 0.04, 4.36], [1.94, -1.24, 5.29], [0.78, -4.55, 6.36], [0.30, -3.46, 5.64], [1.09, -5.30, 5.61], [0.04, -4.99, 7.06], [1.66, -4.29, 6.96]]
}

(2)
{
  "formula": "C16H35Br8ClInNOP",
  "method": "the ωB97M-V functional and the def2-TZVPD basis",
  "multiplicity": 1,
  "gap_ev": 5.4,
  "relative_energy_kj_mol": 0.0,
  "charge": -1,
  "symbols": ["C", "C", "C", "Cl", "In", "C", "C", "C", "N", "O", "P", "C", "C", "H", "H", "H", "H", "H", "H", "H", "H", "H", "H", "H", "H", "H", "H", "H", "H", "H", "H", "H", "Br", "C", "C", "Br", "H", "H", "H", "H", "Br", "C", "C", "Br", "H", "H", "H", "H", "Br", "C", "C", "Br", "H", "H", "H", "H", "Br", "C", "C", "Br", "H", "H", "H", "H"],
  "xyz": [[-1.30, -1.55, -0.61], [-0.44, -0.84, -1.67], [-1.16, 0.12, -2.61], [-2.56, -0.71, -3.41], [0.22, 0.92, -4.21], [2.20, 1.37, -3.31], [2.76, 2.77, -3.65], [2.88, 3.66, -2.43], [1.75, 3.74, -1.56], [3.88, 4.30, -2.17], [0.65, -0.74, -6.09], [1.60, -2.20, -5.43], [-0.97, -1.45, -6.69], [-0.88, -2.55, -0.42], [-1.34, -0.99, 0.33], [-2.33, -1.69, -0.97], [0.09, -1.59, -2.26], [0.34, -0.25, -1.15], [-1.57, 0.96, -2.03], [-0.55, 2.34, -4.95], [2.18, 1.22, -2.22], [2.91, 0.62, -3.69], [2.15, 3.30, -4.40], [3.78, 2.70, -4.05], [0.92, 3.47, -2.08], [1.85, 3.10, -0.78], [2.37, -2.50, -6.16], [0.98, -3.07, -5.21], [2.12, -1.92, -4.50], [-1.15, -2.46, -6.31], [-1.79, -0.82, -6.32], [-1.00, -1.44, -7.78], [-1.00, -4.95, -2.02], [-1.23, -6.13, -0.50], [-2.67, -6.56, -0.35], [-3.80, -5.14, 0.34], [-0.86, -5.60, 0.37], [-0.60, -7.00, -0.69], [-2.75, -7.38, 0.36], [-3.10, -6.86, -1.30], [0.09, -3.09, 3.01], [-1.83, -3.07, 2.75], [-2.46, -1.84, 3.34], [-2.56, -1.94, 5.28], [-2.22, -3.98, 3.19], [-1.98, -3.09, 1.67], [-3.49, -1.74, 3.00], [-1.93, -0.92, 3.12], [-0.76, 1.53, 3.45], [-0.26, 1.00, 5.25], [0.52, 2.08, 5.95], [2.34, 2.24, 5.30], [0.29, 0.07, 5.15], [-1.19, 0.81, 5.78], [0.60, 1.85, 7.01], [0.06, 3.06, 5.82], [2.11, 7.94, 6.59], [2.08, 6.08, 6.00], [1.17, 5.87, 4.83], [-0.71, 5.91, 5.34], [1.78, 5.49, 6.86], [3.10, 5.84, 5.73], [1.33, 4.88, 4.40], [1.29, 6.62, 4.06]]
}

(3)
{
  "formula": "C16H35BrN2O6PS",
  "method": "the ωB97M-V functional and the def2-TZVPD basis",
  "multiplicity": 1,
  "gap_ev": 7.8,
  "charge": 1,
  "symbols": ["C", "C", "O", "C", "C", "O", "C", "C", "C", "O", "S", "O", "O", "C", "C", "C", "N", "C", "C", "C", "C", "C", "C", "P", "O", "Br", "H", "H", "H", "H", "H", "H", "H", "H", "H", "H", "H", "H", "H", "H", "H", "H", "H", "H", "H", "H", "H", "H", "H", "H", "H", "H", "H", "H", "H", "H", "H", "N", "H", "H", "H", "H"],
  "xyz": [[-3.69, -3.68, 1.52], [-2.74, -4.36, 2.63], [-1.37, -4.29, 2.20], [-0.56, -3.60, 3.15], [-0.59, -2.03, 2.90], [-0.06, -1.72, 1.60], [0.43, -0.40, 1.48], [-0.61, 0.69, 1.95], [-2.06, 0.53, 1.29], [1.64, -0.29, 2.26], [2.43, 1.15, 2.03], [1.94, 2.15, 3.03], [3.87, 0.88, 2.34], [2.29, 1.83, 0.33], [2.37, 3.40, 0.29], [3.81, 3.86, 0.77], [3.99, 4.72, 1.70], [1.05, 1.23, -0.54], [1.46, 1.44, -2.05], [0.42, 2.19, -2.97], [-1.11, 1.94, -2.65], [0.64, 3.77, -3.05], [0.89, -0.26, -0.06], [-0.22, -1.41, -1.05], [-0.28, -1.03, -2.72], [0.85, -3.44, -1.05], [-4.44, -4.42, 1.11], [-3.00, -3.43, 0.66], [-4.19, -2.76, 1.91], [-3.11, -5.43, 2.72], [-2.94, -3.83, 3.60], [-0.88, -3.78, 4.22], [0.52, -3.92, 3.05], [-0.15, -1.44, 3.75], [-1.70, -1.76, 2.88], [-0.29, 1.75, 1.74], [-0.78, 0.66, 3.06], [-2.03, 0.31, 0.19], [-2.72, -0.16, 1.88], [-2.53, 1.56, 1.38], [3.21, 1.45, -0.22], [2.27, 3.75, -0.77], [1.59, 3.86, 0.96], [4.72, 3.42, 0.24], [4.99, 4.87, 1.85], [0.19, 1.92, -0.31], [2.42, 2.04, -2.10], [1.77, 0.42, -2.45], [0.60, 1.82, -4.03], [-1.74, 1.74, -3.55], [-1.31, 1.13, -1.88], [-1.50, 2.89, -2.17], [1.63, 3.94, -3.54], [0.55, 4.20, -2.01], [-0.20, 4.20, -3.67], [1.93, -0.72, -0.07], [0.43, -1.52, -3.18], [-1.62, -3.21, -4.12], [-1.83, -2.22, -4.00], [-1.32, -3.39, -5.08], [-0.88, -3.48, -3.47], [-2.46, -3.76, -3.93]]
}

(4)
{
  "formula": "C16H35ClF2N2NbO6S2",
  "method": "the ωB97M-V functional and the def2-TZVPD basis",
  "multiplicity": 1,
  "gap_ev": 7.0,
  "charge": -1,
  "symbols": ["C", "C", "C", "Nb", "N", "C", "C", "C", "C", "O", "O", "C", "C", "C", "Cl", "N", "C", "O", "F", "C", "O", "F", "H", "H", "H", "H", "H", "H", "H", "H", "H", "H", "H", "H", "H", "H", "H", "H", "H", "H", "H", "H", "H", "H", "H", "C", "S", "O", "C", "H", "H", "H", "H", "H", "H", "C", "S", "O", "C", "H", "H", "H", "H", "H", "H"],
  "xyz": [[-3.72, -3.53, 0.10], [-2.27, -3.58, -0.62], [-1.24, -2.44, -0.16], [-0.68, -0.91, -1.77], [-2.66, -0.89, -2.63], [-1.39, 0.71, -0.28], [-0.09, 1.48, 0.36], [-0.19, 1.66, 1.96], [0.29, 0.38, 2.79], [1.44, -0.13, 2.63], [-0.58, -0.24, 3.74], [0.02, 0.80, -3.09], [-0.91, 1.17, -4.35], [-1.20, -0.02, -5.38], [-2.44, 2.13, -3.88], [0.04, -2.47, -3.09], [0.62, -3.62, -2.33], [0.28, -4.81, -2.55], [1.64, -3.42, -1.31], [1.15, -2.05, -3.95], [1.20, -2.15, -5.19], [2.35, -1.54, -3.31], [-4.54, -3.70, -0.69], [-3.91, -2.57, 0.70], [-3.81, -4.43, 0.83], [-1.81, -4.59, -0.29], [-2.38, -3.69, -1.77], [-0.32, -2.96, 0.31], [-1.74, -1.88, 0.73], [1.00, -0.90, -1.02], [-3.14, -1.80, -2.55], [-3.17, -0.13, -2.15], [-1.92, 1.51, -0.93], [-2.08, 0.29, 0.53], [-0.05, 2.54, -0.08], [0.90, 0.96, 0.13], [0.42, 2.58, 2.32], [-1.30, 1.89, 2.20], [-0.27, -1.15, 3.96], [0.05, 1.76, -2.43], [1.11, 0.71, -3.49], [-0.30, 1.95, -4.96], [-1.36, -1.05, -4.92], [-0.29, -0.08, -6.10], [-2.10, 0.22, -6.07], [-0.79, 5.15, 5.87], [-0.34, 3.56, 5.14], [-0.06, 3.79, 3.69], [-1.99, 2.83, 5.26], [0.09, 5.80, 5.86], [-1.59, 5.62, 5.28], [-1.12, 5.00, 6.90], [-2.71, 3.44, 4.72], [-2.28, 2.76, 6.31], [-1.96, 1.83, 4.83], [6.09, 0.84, 0.58], [5.11, -0.07, -0.63], [3.90, 0.75, -0.92], [4.61, -1.39, 0.50], [6.48, 1.75, 0.11], [5.47, 1.12, 1.44], [6.93, 0.22, 0.92], [4.08, -0.97, 1.35], [5.50, -1.94, 0.83], [3.95, -2.07, -0.04]]
}

(5)
{
  "formula": "C16H35ErNOP2Si",
  "method": "the ωB97M-V functional and the def2-TZVPD basis",
  "multiplicity": 4,
  "gap_ev": [2.5, 2.5],
  "relative_energy_kj_mol": 264.7,
  "s2": 3.76,
  "charge": 1,
  "symbols": ["Er", "H", "H", "P", "P", "C", "H", "H", "H", "C", "H", "H", "H", "C", "H", "H", "H", "C", "H", "H", "H", "C", "H", "H", "H", "C", "H", "H", "H", "C", "O", "H", "C", "Si", "C", "C", "N", "C", "C", "C", "C", "C", "C", "H", "H", "H", "H", "H", "H", "H", "H", "H", "H", "H", "H", "H", "H"],
  "xyz": [[0.95, -0.88, -3.46], [-0.81, -0.86, -0.11], [-0.67, -0.15, -0.23], [0.13, -3.11, -1.87], [0.12, 1.80, -2.09], [1.37, 3.00, -1.48], [1.15, 4.03, -1.82], [1.38, 2.99, -0.38], [2.36, 2.72, -1.85], [0.07, 2.31, -3.87], [-0.77, 1.81, -4.36], [-0.08, 3.40, -3.92], [1.02, 2.07, -4.37], [-1.35, 2.75, -1.49], [-1.46, 2.65, -0.41], [-1.26, 3.82, -1.73], [-2.27, 2.37, -1.96], [0.32, -3.48, -3.69], [0.11, -4.56, -3.77], [-0.45, -2.92, -4.26], [1.35, -3.29, -4.07], [1.32, -4.34, -1.20], [1.23, -4.35, -0.11], [1.09, -5.35, -1.59], [2.35, -4.07, -1.47], [-1.41, -4.04, -1.51], [-2.26, -3.57, -2.03], [-1.32, -5.09, -1.85], [-1.61, -4.03, -0.43], [1.92, -1.17, -1.17], [2.50, -1.43, -0.19], [-0.71, -0.67, -2.76], [2.98, 1.77, 1.57], [1.44, 1.27, 2.49], [1.75, -0.30, 3.44], [0.87, 2.66, 3.62], [0.08, 1.00, 1.46], [-1.16, 0.65, 1.79], [-1.61, -0.73, 1.84], [-2.80, -1.06, 2.46], [-3.63, -0.05, 2.94], [-3.31, 1.31, 2.74], [-2.14, 1.66, 2.08], [3.83, 1.80, 2.26], [2.89, 2.77, 1.13], [3.22, 1.06, 0.77], [2.47, -0.10, 4.24], [0.83, -0.69, 3.89], [2.15, -1.07, 2.79], [0.64, 3.56, 3.03], [-0.03, 2.37, 4.18], [1.67, 2.90, 4.34], [-0.98, -1.51, 1.42], [-3.06, -2.12, 2.55], [-4.53, -0.31, 3.50], [-3.98, 2.10, 3.08], [-1.86, 2.70, 1.87]]
}

(6)
{
  "formula": "C16H35FeNO6P2S3Se",
  "method": "the ωB97M-V functional and the def2-TZVPD basis",
  "multiplicity": 2,
  "gap_ev": [6.2, 7.8],
  "relative_energy_kj_mol": 68.0,
  "s2": 1.00,
  "charge": -1,
  "symbols": ["Fe", "O", "S", "O", "O", "O", "C", "C", "C", "P", "C", "C", "C", "C", "C", "C", "H", "H", "H", "H", "H", "H", "H", "H", "H", "H", "H", "H", "H", "H", "H", "H", "H", "H", "H", "H", "H", "Se", "C", "N", "C", "C", "C", "O", "P", "S", "S", "O", "C", "C", "C", "H", "H", "H", "H", "H", "H", "H", "H", "H", "H", "H", "H", "H", "H"],
  "xyz": [[-1.12, -1.14, 1.07], [0.52, -2.28, 1.11], [0.20, -2.35, 2.61], [1.02, -3.27, 3.34], [-1.27, -2.63, 2.58], [0.31, -0.91, 3.00], [1.22, 3.08, 1.20], [0.93, 1.59, 1.39], [1.63, 0.76, 0.32], [-0.87, 1.15, 1.50], [-1.92, 2.28, 0.49], [-1.59, 2.25, -1.01], [-2.05, 3.73, 0.96], [-1.35, 1.44, 3.28], [-2.85, 1.47, 3.53], [-0.66, 2.64, 3.93], [2.31, 3.22, 1.20], [0.81, 3.70, 1.98], [0.85, 3.44, 0.24], [1.30, 1.27, 2.37], [1.23, 0.98, -0.67], [1.52, -0.30, 0.50], [2.70, 1.01, 0.32], [-2.91, 1.82, 0.61], [-0.65, 2.77, -1.22], [-2.38, 2.77, -1.55], [-1.52, 1.24, -1.40], [-1.12, 4.29, 0.88], [-2.42, 3.81, 1.99], [-2.79, 4.22, 0.32], [-0.95, 0.55, 3.76], [-3.34, 2.34, 3.08], [-3.01, 1.53, 4.61], [-3.35, 0.58, 3.17], [-0.99, 3.60, 3.53], [0.43, 2.60, 3.86], [-0.91, 2.63, 5.00], [-5.68, 0.38, 0.75], [-4.06, -0.32, 0.96], [-2.97, -0.71, 1.12], [1.55, -4.64, -0.78], [2.22, -3.51, -1.54], [3.11, -2.66, -0.66], [1.31, -2.61, -2.23], [-0.26, -2.53, -2.46], [-1.20, -4.20, -2.71], [-1.27, -1.24, -1.19], [-0.29, -1.72, -3.84], [0.63, -0.77, -4.41], [1.69, -1.51, -5.20], [1.23, 0.20, -3.41], [2.34, -5.24, -0.33], [0.96, -5.27, -1.44], [0.92, -4.25, 0.01], [2.82, -3.94, -2.35], [2.56, -2.29, 0.20], [3.51, -1.81, -1.23], [3.95, -3.26, -0.31], [0.00, -0.21, -5.10], [2.33, -2.08, -4.53], [2.30, -0.80, -5.76], [1.22, -2.20, -5.90], [1.90, -0.32, -2.73], [0.45, 0.69, -2.83], [1.79, 0.96, -3.95]]
}

(7)
{
  "formula": "C16H35HfNO4P2Si",
  "method": "the ωB97M-V functional and the def2-TZVPD basis",
  "multiplicity": 1,
  "gap_ev": [5.4, 5.4],
  "relative_energy_kj_mol": 13.2,
  "charge": 0,
  "symbols": ["Hf", "Si", "P", "N", "H", "C", "H", "H", "H", "C", "H", "H", "H", "C", "H", "H", "H", "C", "H", "H", "H", "H", "H", "C", "C", "C", "C", "C", "C", "H", "H", "H", "H", "H", "C", "O", "C", "H", "H", "H", "C", "H", "H", "H", "C", "O", "P", "O", "C", "O", "C", "H", "H", "H", "H", "H", "H", "H", "H", "H"],
  "xyz": [[0.01, 0.09, 0.19], [2.76, 0.34, 0.19], [-0.35, 0.41, -2.51], [-0.33, -1.81, -0.17], [-0.32, 2.22, 1.53], [-2.13, 0.70, -2.79], [-2.34, 0.95, -3.84], [-2.49, 1.51, -2.14], [-2.68, -0.21, -2.52], [0.37, 1.92, -3.25], [0.00, 2.05, -4.27], [1.47, 1.85, -3.27], [0.09, 2.80, -2.65], [0.01, -0.91, -3.71], [-0.26, -0.60, -4.73], [-0.56, -1.81, -3.43], [1.08, -1.16, -3.68], [3.33, 2.03, -0.38], [3.19, 2.77, 0.43], [2.78, 2.35, -1.28], [4.40, 1.96, -0.62], [3.86, -0.66, 0.03], [1.63, -0.16, -0.75], [-0.26, -3.11, -0.45], [-1.25, -5.35, -0.42], [-1.37, -3.99, -0.22], [0.94, -3.69, -0.99], [1.04, -5.06, -1.18], [-0.05, -5.90, -0.89], [-2.11, -6.00, -0.21], [-2.29, -3.52, 0.14], [1.77, -3.02, -1.21], [1.98, -5.49, -1.56], [0.04, -6.98, -1.04], [-1.11, 2.63, 0.78], [-1.40, 1.48, -0.01], [-2.36, 3.07, 1.50], [-2.25, 4.11, 1.82], [-2.51, 2.44, 2.38], [-3.25, 2.99, 0.86], [-0.45, 3.76, 0.00], [-1.00, 4.02, -0.92], [0.59, 3.55, -0.26], [-0.45, 4.64, 0.65], [2.68, -2.14, 3.07], [2.61, -0.70, 3.30], [2.04, 0.36, 2.25], [0.29, 0.07, 2.30], [-0.50, -0.08, 3.51], [2.16, 1.84, 2.90], [1.99, 2.14, 4.32], [3.18, -2.36, 2.11], [1.68, -2.59, 3.08], [3.28, -2.54, 3.89], [-1.04, -1.03, 3.43], [0.16, -0.08, 4.38], [-1.20, 0.76, 3.57], [2.41, 1.36, 4.96], [2.54, 3.08, 4.47], [0.92, 2.29, 4.53]]
}

(8)
{
  "formula": "C16H35IrO5Sb",
  "method": "the ωB97M-V functional and the def2-TZVPD basis",
  "multiplicity": 1,
  "gap_ev": 8.5,
  "charge": 3,
  "symbols": ["Ir", "C", "C", "O", "C", "C", "O", "C", "C", "O", "C", "C", "O", "C", "C", "O", "H", "H", "H", "H", "H", "H", "H", "H", "H", "H", "H", "H", "H", "H", "H", "H", "H", "H", "H", "H", "C", "C", "Sb", "C", "C", "C", "C", "H", "H", "H", "H", "H", "H", "H", "H", "H", "H", "H", "H", "H", "H", "H"],
  "xyz": [[0.10, 0.84, -0.04], [-2.35, 1.50, -1.41], [-1.47, 0.78, -2.39], [-0.11, 1.18, -2.01], [0.97, 0.64, -2.83], [2.20, 1.28, -2.28], [2.11, 1.22, -0.82], [2.69, 2.39, -0.18], [1.72, 3.55, -0.27], [0.48, 3.08, 0.32], [0.19, 3.58, 1.65], [0.28, 2.40, 2.59], [-0.37, 1.23, 2.01], [-1.80, 1.11, 2.23], [-2.53, 1.68, 1.05], [-1.95, 0.99, -0.09], [-3.40, 1.28, -1.59], [-2.19, 2.58, -1.43], [-1.67, 1.07, -3.42], [-1.55, -0.30, -2.29], [0.81, 0.90, -3.88], [0.97, -0.44, -2.72], [2.29, 2.33, -2.58], [3.09, 0.75, -2.61], [3.66, 2.62, -0.62], [2.85, 2.10, 0.86], [1.50, 3.89, -1.28], [2.14, 4.39, 0.29], [-0.78, 4.09, 1.63], [0.93, 4.31, 1.96], [-0.16, 2.60, 3.56], [1.32, 2.10, 2.74], [-2.08, 1.58, 3.17], [-2.00, 0.04, 2.30], [-2.43, 2.76, 0.91], [-3.59, 1.44, 1.12], [-2.50, -2.51, -0.90], [-1.67, -2.70, 0.37], [0.21, -1.73, 0.33], [1.15, -2.23, 2.18], [0.84, -3.67, 2.57], [1.20, -2.71, -1.28], [1.11, -4.24, -1.16], [-3.41, -3.11, -0.84], [-1.97, -2.83, -1.79], [-2.82, -1.47, -1.02], [-1.40, -3.74, 0.52], [-2.21, -2.36, 1.26], [0.76, -1.52, 2.92], [2.22, -2.03, 2.05], [-0.23, -3.87, 2.66], [1.28, -3.84, 3.56], [1.29, -4.40, 1.90], [2.23, -2.35, -1.28], [0.71, -2.35, -2.18], [1.64, -4.62, -0.29], [1.60, -4.67, -2.04], [0.08, -4.60, -1.16]]
}